Entry 1:
The following is a quantum chemistry calculation of a cluster of 2 separate species, C4H12 in total, from OMol25.

```
16
Properties=species:S:1:pos:R:3:lowdin_spin:R:1
C -2.2325 -0.4668 0.8042 0.191
C -1.1977 -1.6263 0.7726 0.244
H -3.1593 -0.6587 1.3413 0.028
H -1.9273 0.3499 1.4917 0.025
H -2.2603 -0.0973 -0.2224 0.039
H -0.8213 -1.7123 1.7935 0.037
H -0.5111 -1.4357 -0.0523 0.032
H -1.7626 -2.5079 0.4666 0.044
C 1.7615 0.8734 -1.5448 0.131
C 1.6994 1.1948 -0.0539 0.107
H 2.7466 1.1342 -1.9480 0.013
H 1.5056 -0.1442 -1.8123 0.036
H 1.1049 1.5756 -2.0587 0.022
H 1.2790 0.4176 0.5952 0.018
H 1.0874 2.0105 0.3377 0.022
H 2.7075 1.4379 0.2954 0.011
```

Output
- F_max (eV/A) = 1.9
- charge = -1
- multiplicity = 2
- ΔE to the lowest compared entry with this formula, charge and spin (kcal per mole) = 17.2
- E_HOMO (spin up / spin down) (eV) = 1.55 / -7.43
- expectation value of S² = 0.750
- E_tot (Eh) = -159.502759


Entry 2:
The following is a quantum chemistry calculation of a cluster of 2 separate species, C4H12 in total, from OMol25.

```
16
Properties=species:S:1:pos:R:3:lowdin_spin:R:1
C -0.8503 -2.7384 0.7754 0.162
C 0.5254 -2.3311 1.2620 0.156
H -0.7005 -3.2130 -0.2135 0.026
H -1.2932 -3.4421 1.4876 0.013
H -1.5075 -1.9727 0.3309 0.047
H 0.9894 -3.1100 1.9157 0.015
H 1.2526 -2.0722 0.5123 0.041
H 0.4623 -1.5076 1.9832 0.036
C -0.4781 2.6566 -1.5443 0.152
C 0.6890 2.4554 -0.5606 0.182
H -0.9297 3.5938 -1.1694 0.013
H -0.2160 2.8310 -2.5886 0.015
H -1.0710 1.7376 -1.4740 0.046
H 1.6071 3.0166 -0.7155 0.017
H 0.4898 2.6927 0.5223 0.037
H 1.0306 1.4034 -0.5233 0.043
```

Output
- F_max (eV/A) = 2.1
- charge = -1
- multiplicity = 2
- ΔE to the lowest compared entry with this formula, charge and spin (kcal per mole) = 15.0
- E_HOMO (spin up / spin down) (eV) = 1.52 / -7.48
- expectation value of S² = 0.750
- E_tot (Eh) = -159.506219


Entry 3:
The following is a quantum chemistry calculation of a cluster of 2 separate species, C4H12 in total, from OMol25.

```
16
Properties=species:S:1:pos:R:3:lowdin_spin:R:1
C -1.5240 2.2271 0.0007 0.145
C -1.6701 1.4703 -1.2561 0.153
H -1.1991 1.5443 0.8240 0.045
H -1.0209 3.1741 -0.0642 0.015
H -2.6028 2.4455 0.3067 0.012
H -1.0788 0.4728 -1.1814 0.037
H -1.3657 1.8589 -2.2333 0.015
H -2.6696 1.2948 -1.5208 0.011
C 1.5072 -2.5121 0.4454 0.160
C 1.8388 -1.1265 0.8220 0.227
H 0.9674 -2.9586 1.2058 0.021
H 0.9935 -2.6448 -0.4584 0.027
H 2.3102 -3.1829 0.2725 0.013
H 2.5111 -0.6246 0.0519 0.042
H 2.0994 -0.9416 1.8767 0.038
H 0.9035 -0.4967 0.9085 0.037
```

Output
- F_max (eV/A) = 3.9
- charge = -1
- multiplicity = 2
- ΔE to the lowest compared entry with this formula, charge and spin (kcal per mole) = 24.7
- E_HOMO (spin up / spin down) (eV) = 1.47 / -7.25
- expectation value of S² = 0.750
- E_tot (Eh) = -159.490853